No. 1
A structure of composition C43H51BiBr2I2N7O5Si, computed with ωB97M-V/def2-TZVPD.

The HOMO energy is -0.159 Ha. For the LUMO energy, the calculation gives 1.9 eV. The value obtained for the relative energy (zero: lowest compared OMol25 entry of this formula, charge and spin) is 40.36 kcal/mol. The maximum force is 0.4 eV/A. The multiplicity is 1. The net charge is -1.

Each line ends with the Mulliken charge.
Atoms and positions in Å:
Bi: 0.210 0.111 0.404  1.811
I: 6.887 -0.072 5.944  0.054
C: 5.046 0.317 5.041  -0.593
C: 3.976 0.720 5.814  -0.569
C: 2.772 1.019 5.189  -0.339
I: 1.250 1.384 6.607  -0.030
C: 2.602 0.953 3.797  -0.398
O: 0.259 0.831 3.630  -0.499
C: 3.652 0.364 3.076  0.348
C: 3.485 -0.229 1.697  -1.024
N: 2.336 -1.122 1.650  0.964
C: 2.243 -2.141 2.668  -1.150
C: 0.895 -2.827 2.621  0.339
C: 0.738 -4.110 3.140  -1.248
C: -0.498 -4.719 3.081  -0.422
C: -1.554 -4.040 2.487  -1.079
C: -1.311 -2.772 1.999  -0.152
N: -0.124 -2.168 2.078  0.527
C: 4.872 0.093 3.694  -0.652
H: 4.066 0.793 6.887  0.394
H: 4.414 -0.767 1.464  0.888
H: 3.363 0.521 0.916  -0.148
H: 2.387 -1.562 0.724  0.296
H: 2.358 -1.694 3.662  0.485
H: 3.020 -2.915 2.574  0.495
H: 1.593 -4.621 3.562  0.513
H: -0.637 -5.718 3.474  0.384
H: -2.536 -4.483 2.395  0.465
H: -2.101 -2.208 1.514  0.206
H: 5.668 -0.341 3.104  0.557
Br: 2.382 3.380 -3.060  -0.222
C: 2.455 3.486 -1.173  -0.129
C: 3.148 4.552 -0.579  -0.551
C: 3.082 4.690 0.780  0.070
Br: 3.912 6.205 1.585  -0.268
C: 2.410 3.760 1.591  0.326
C: 1.934 4.002 2.933  -1.190
C: 1.304 3.044 3.617  -0.455
C: 1.342 1.603 3.139  1.265
N: 1.251 1.634 1.697  0.591
C: 1.868 2.621 0.986  -0.449
C: 1.774 2.540 -0.435  0.176
O: 0.995 1.622 -0.974  -0.614
H: 3.687 5.257 -1.192  0.399
H: 1.978 5.012 3.319  0.394
H: 0.801 3.256 4.545  0.337
H: -0.549 1.326 3.436  -0.158
C: -4.076 -1.609 -5.102  -1.378
C: -2.822 -2.085 -5.828  0.830
C: -2.413 -3.484 -5.378  -1.402
C: -1.665 -1.096 -5.693  -1.285
N: -1.098 -1.050 -4.357  0.628
C: -0.024 -1.681 -3.868  -0.311
N: 0.077 -1.403 -2.593  0.077
N: -0.958 -0.592 -2.318  0.381
N: -1.678 -0.376 -3.359  -1.075
H: -4.883 -2.332 -5.230  0.412
H: -4.418 -0.648 -5.488  0.365
H: -3.892 -1.490 -4.034  0.219
H: -3.036 -2.115 -6.902  0.275
H: -2.201 -3.505 -4.307  0.241
H: -1.521 -3.835 -5.902  0.351
H: -3.217 -4.196 -5.568  0.448
H: -1.980 -0.084 -5.947  0.384
H: -0.849 -1.380 -6.358  0.442
H: 0.648 -2.296 -4.444  0.152
C: -3.511 -0.017 -0.111  -1.207
Si: -2.355 1.230 0.752  0.143
C: -2.460 2.887 -0.220  2.738
C: -1.437 3.909 0.289  -2.208
C: -3.847 3.533 -0.172  -2.136
C: -2.133 2.566 -1.686  -2.119
C: -3.102 1.387 2.534  2.578
C: -4.632 1.538 2.513  -1.849
C: -2.527 2.604 3.281  -1.963
C: -2.821 0.093 3.315  -1.853
H: -4.306 0.499 -0.657  0.390
H: -3.990 -0.678 0.614  0.528
H: -2.978 -0.639 -0.832  0.197
H: -1.701 4.300 1.274  0.255
H: -1.391 4.760 -0.401  0.536
H: -0.435 3.494 0.352  0.543
H: -4.076 3.942 0.813  0.332
H: -4.645 2.840 -0.450  0.313
H: -3.877 4.368 -0.883  0.537
H: -1.116 2.190 -1.806  0.180
H: -2.219 3.483 -2.280  0.590
H: -2.819 1.830 -2.110  0.384
H: -4.964 2.429 1.986  0.342
H: -4.998 1.610 3.545  0.536
H: -5.120 0.677 2.056  0.283
H: -3.083 3.508 3.023  0.430
H: -1.484 2.832 3.047  0.342
H: -2.606 2.468 4.366  0.326
H: -3.386 -0.739 2.888  0.353
H: -3.154 0.208 4.353  0.508
H: -1.774 -0.211 3.334  0.377
O: 3.349 -0.732 -3.462  -0.744
C: 3.023 -1.969 -3.838  0.406
C: 3.054 -2.276 -5.204  -0.461
C: 2.670 -3.530 -5.646  -0.426
C: 2.259 -4.506 -4.742  -0.736
C: 2.247 -4.204 -3.387  -0.368
C: 2.611 -2.950 -2.914  0.357
C: 2.511 -2.654 -1.430  0.589
O: 2.150 -3.550 -0.659  -0.829
O: 2.829 -1.471 -1.070  -1.037
H: 3.181 -0.719 -2.463  0.423
H: 3.373 -1.505 -5.893  0.410
H: 2.696 -3.750 -6.708  0.376
H: 1.966 -5.488 -5.089  0.416
H: 1.926 -4.929 -2.650  0.515

No. 2
A cluster of 2 separate species, C5H12FN2O2PS2 in total, computed with ωB97M-V/def2-TZVPD.

The HOMO energy is -0.316 Ha. The SMILES is CC(C)/N=N/CC(=O)F.OP(S)S. For the LUMO energy, the calculation gives 0.1 eV. The value obtained for the relative energy (zero: lowest compared OMol25 entry of this formula, charge and spin) is 55.49 kcal/mol. The maximum force is 5.7 eV/A. The multiplicity is 1.

Each line ends with the Mulliken charge.
Atoms and positions in Å:
C: -0.168 2.576 0.063  0.454
C: 1.188 -1.599 1.371  -1.303
C: 3.016 -0.851 -0.211  -1.226
C: 0.131 1.934 -1.265  -0.076
C: 1.491 -1.200 -0.025  0.274
N: 1.078 0.935 -1.031  -0.731
N: 0.690 -0.058 -0.329  0.536
O: -0.516 2.004 1.035  -0.423
O: -2.198 -0.434 1.160  -0.407
F: -0.121 3.859 -0.086  -0.257
P: -2.360 -0.863 -0.361  0.414
S: -3.168 0.981 -1.179  -0.337
S: -4.162 -1.873 0.030  -0.314
H: 0.326 -2.168 1.736  0.305
H: 1.946 -2.265 1.756  0.352
H: 1.092 -0.712 1.932  0.388
H: 3.258 0.203 0.308  0.238
H: 3.009 -0.666 -1.245  0.392
H: 3.640 -1.646 0.244  0.398
H: 0.697 2.754 -1.816  0.305
H: -0.948 1.680 -1.774  0.095
H: 1.280 -1.959 -0.729  0.232
H: -3.565 0.536 -2.259  0.158
H: -1.395 0.117 1.442  0.375
H: -4.239 -1.285 1.236  0.157

No. 3
A structure of composition ClH10NO11S2Zn, computed with ωB97M-V/def2-TZVPD.

The HOMO energy is -0.069 Ha. For the LUMO energy, the calculation gives 3.9 eV. The maximum force is 2.9 eV/A. The multiplicity is 1. The net charge is -2.

Each line ends with the Mulliken charge.
Atoms and positions in Å:
Zn: -7.643 18.036 -1.339  0.985
N: -9.424 18.414 -3.928  -0.276
H: -9.860 17.923 -4.706  0.366
H: -10.222 18.450 -3.205  0.281
H: -9.166 19.336 -4.266  0.323
H: -8.553 17.925 -3.589  0.442
S: -10.979 17.633 -1.130  1.250
O: -11.174 18.352 0.145  -0.750
O: -11.604 18.360 -2.280  -0.934
O: -9.513 17.535 -1.467  -0.633
O: -11.567 16.281 -1.048  -0.750
S: -6.405 16.990 -4.305  1.154
O: -7.289 17.539 -3.190  -0.769
O: -7.190 17.178 -5.557  -0.806
O: -5.136 17.733 -4.313  -0.753
O: -6.196 15.548 -4.015  -0.784
Cl: -8.027 20.548 -1.658  -0.704
O: -7.991 18.320 0.724  -0.333
H: -7.886 19.077 1.305  0.224
H: -8.360 17.613 1.263  0.239
O: -5.590 18.554 -1.013  -0.369
H: -4.837 17.958 -1.083  0.245
H: -5.324 19.254 -0.409  0.254
O: -6.923 16.053 -0.846  -0.392
H: -6.101 15.668 -1.173  0.247
H: -7.320 15.390 -0.275  0.240

No. 4
An isolated molecule of C3H8FNS, computed with ωB97M-V/def2-TZVPD.

The HOMO energy is -0.345 Ha. The SMILES is NC[C@H](S)CF. For the LUMO energy, the calculation gives 0.9 eV. The value obtained for the relative energy (zero: lowest compared OMol25 entry of this formula, charge and spin) is 9.55 kcal/mol. The maximum force is 2.4 eV/A. The multiplicity is 1.

Each line ends with the Mulliken charge.
Atoms and positions in Å:
C: 1.307 -0.800 0.388  -0.915
C: 0.005 -0.269 -0.294  0.287
C: -1.157 -0.982 0.311  -0.762
H: 2.655 -0.674 -1.157  0.258
H: 2.548 0.669 -0.280  0.255
H: 1.389 -1.838 0.205  0.427
H: 1.335 -0.560 1.410  0.412
H: 0.041 -0.541 -1.352  0.315
H: -1.419 1.617 0.239  0.132
H: -1.093 -2.070 0.195  0.346
H: -1.254 -0.638 1.283  0.425
N: 2.592 -0.367 -0.191  -0.646
F: -2.339 -0.576 -0.313  -0.297
S: -0.139 1.506 0.074  -0.238

No. 5
A cluster of 2 separate species, C2H2FNO2 in total, computed with ωB97M-V/def2-TZVPD.

The HOMO energy is -0.342 Ha. The SMILES is O=C=CF.N=O. For the LUMO energy, the calculation gives -0.3 eV. The value obtained for the relative energy (zero: lowest compared OMol25 entry of this formula, charge and spin) is 119.35 kcal/mol. The maximum force is 1.3 eV/A. The multiplicity is 1.

Each line ends with the Mulliken charge.
Atoms and positions in Å:
C: 0.815 0.781 -0.114  0.653
C: 1.730 -0.079 -0.462  -0.382
N: -2.199 -0.707 0.226  -0.008
O: -0.060 1.498 0.141  -0.315
O: -2.440 0.458 0.045  -0.200
F: 2.598 -0.613 0.433  -0.230
H: -2.396 -1.014 1.217  0.203
H: 1.952 -0.323 -1.486  0.279

No. 6
The ion C5H4NO2 with charge -1, computed with ωB97M-V/def2-TZVPD.

The HOMO energy is -0.174 Ha. The SMILES is C=C[C@@H](C#N)C(=O)[O-]. For the LUMO energy, the calculation gives 3.9 eV. The value obtained for the relative energy (zero: lowest compared OMol25 entry of this formula, charge and spin) is 38.22 kcal/mol. The maximum force is 5.4 eV/A. The multiplicity is 1. The net charge is -1.

Each line ends with the Mulliken charge.
Atoms and positions in Å:
C: 2.325 -1.842 -0.107  0.208
C: 2.730 0.817 0.046  0.526
C: -0.850 0.375 -0.568  -0.783
C: 0.323 -0.376 -0.437  -0.132
C: 1.904 -0.553 0.399  0.171
N: 2.743 -2.828 -0.536  -0.536
O: 2.332 1.410 -0.960  -0.654
O: 3.570 1.147 0.907  -0.703
H: -1.300 1.226 -0.060  0.294
H: -1.436 -0.200 -1.265  0.221
H: 0.334 -1.158 -1.215  0.111
H: 1.523 -0.514 1.508  0.278